Entry 1:
ORCA calculation (ωB97M-V/def2-TZVPD) on one molecule with the formula C25H22ClN3O4S in a non-equilibrium geometry.

Calculated values
LUMO   -0.397 eV
Charge   0
HOMO energy   -8.717 eV
Orbital gap   8.3 eV
SMILES string   CCN(CC)S(=O)(=O)c1ccc(Cl)c(C(=O)Oc2cccc(-c3cnc4ccccc4n3)c2)c1

CARTESIAN COORDINATES (ANGSTROEM)
1 C 0.544 -4.787 0.033
2 C 1.162 -3.585 -0.677
3 N 0.352 -2.387 -0.705
4 C -0.888 -2.353 -1.462
5 C -2.125 -2.786 -0.682
6 S 0.402 -1.492 0.691
7 O -0.439 -0.345 0.508
8 O 0.218 -2.280 1.877
9 C 2.100 -0.901 0.679
10 C 2.900 -1.029 1.799
11 C 4.153 -0.443 1.817
12 C 4.574 0.304 0.724
13 Cl 6.096 1.104 0.772
14 C 3.764 0.445 -0.402
15 C 4.192 1.318 -1.557
16 O 5.065 1.037 -2.324
17 O 3.498 2.459 -1.681
18 C 2.505 2.744 -0.740
19 C 2.846 3.262 0.499
20 C 1.842 3.485 1.427
21 C 0.534 3.158 1.135
22 C 0.188 2.638 -0.113
23 C -1.193 2.198 -0.339
24 C -1.563 1.383 -1.444
25 N -2.757 0.889 -1.590
26 C -3.674 1.185 -0.642
27 C -4.977 0.662 -0.731
28 C -5.905 0.992 0.218
29 C -5.574 1.850 1.281
30 C -4.315 2.369 1.396
31 C -3.332 2.042 0.439
32 N -2.086 2.530 0.566
33 C 1.188 2.465 -1.065
34 C 2.527 -0.188 -0.423
35 H -0.292 -5.187 -0.535
36 H 1.292 -5.569 0.138
37 H 0.201 -4.488 1.019
38 H 1.414 -3.841 -1.711
39 H 2.085 -3.299 -0.163
40 H -1.030 -1.316 -1.774
41 H -0.747 -2.973 -2.350
42 H -3.009 -2.633 -1.297
43 H -2.075 -3.830 -0.389
44 H -2.214 -2.176 0.213
45 H 2.524 -1.585 2.643
46 H 4.797 -0.537 2.677
47 H 3.879 3.476 0.726
48 H 2.095 3.894 2.394
49 H -0.249 3.286 1.865
50 H -0.857 1.131 -2.223
51 H -5.213 0.010 -1.558
52 H -6.908 0.596 0.156
53 H -6.330 2.094 2.014
54 H -4.039 3.025 2.208
55 H 0.973 2.101 -2.057
56 H 1.882 -0.127 -1.284

Charges per atom according to Mulliken partitioning, unit e:
1. C -1.243
2. C -0.437
3. N 0.287
4. C -0.247
5. C -1.046
6. S 1.154
7. O -0.311
8. O -0.751
9. C -0.588
10. C -0.215
11. C -0.877
12. C 0.964
13. Cl -0.205
14. C -0.699
15. C -0.115
16. O -0.529
17. O -0.421
18. C 0.374
19. C -0.250
20. C -0.770
21. C -1.014
22. C 0.634
23. C 0.601
24. C -0.130
25. N -0.562
26. C 0.314
27. C -0.521
28. C -0.504
29. C -0.473
30. C -0.694
31. C 0.296
32. N -0.513
33. C -0.451
34. C 0.104
35. H 0.298
36. H 0.433
37. H 0.314
38. H 0.464
39. H 0.185
40. H -0.209
41. H 0.470
42. H 0.407
43. H 0.303
44. H 0.287
45. H 0.561
46. H 0.482
47. H 0.552
48. H 0.420
49. H 0.506
50. H 0.307
51. H 0.465
52. H 0.392
53. H 0.389
54. H 0.465
55. H 0.649
56. H 0.699

=====

Entry 2:
ORCA calculation (ωB97M-V/def2-TZVPD) on C25H22F14O3P2S2TeZr as an isolated structure in a non-equilibrium geometry.

Calculated values
Multiplicity   2
LUMO (alpha / beta)   -4.422 / -6.817 eV
Charge   +1
HOMO energy (alpha / beta)   -12.050 / -12.032 eV
Orbital gap (alpha / beta)   7.6 / 5.2 eV

CARTESIAN COORDINATES (ANGSTROEM)
1 Zr -0.440 0.487 0.946
2 C 2.238 4.861 -3.099
3 C 1.600 3.579 -3.588
4 O 0.476 3.160 -2.766
5 P 0.496 2.705 -1.258
6 S -1.401 2.076 -0.979
7 S 1.852 1.210 -0.958
8 O 0.920 3.917 -0.366
9 C 0.016 5.024 -0.019
10 C -0.573 4.876 1.364
11 H 3.015 5.156 -3.803
12 H 2.688 4.729 -2.116
13 H 1.496 5.657 -3.042
14 H 2.325 2.763 -3.624
15 H 1.159 3.713 -4.573
16 H -0.760 5.098 -0.782
17 H 0.656 5.900 -0.073
18 H -1.272 4.047 1.420
19 H -1.098 5.798 1.617
20 H 0.217 4.720 2.096
21 F -3.634 -7.304 -2.584
22 C -2.367 -7.264 -2.131
23 F -2.298 -8.050 -1.048
24 F -1.588 -7.807 -3.084
25 C -1.948 -5.847 -1.834
26 C -1.879 -4.941 -2.887
27 C -1.518 -3.633 -2.635
28 C -1.228 -3.226 -1.330
29 C -1.308 -4.132 -0.285
30 C -1.664 -5.452 -0.540
31 P -0.825 -1.445 -1.099
32 C -2.447 -0.857 -1.747
33 C -3.480 -0.969 -0.814
34 C -4.757 -0.542 -1.130
35 C -5.005 -0.014 -2.389
36 C -4.002 0.044 -3.343
37 C -2.725 -0.389 -3.026
38 C -6.374 0.531 -2.708
39 F -7.336 -0.114 -2.032
40 F -6.656 0.436 -4.017
41 F -6.456 1.836 -2.376
42 C 0.496 -1.227 -2.343
43 C 0.578 -0.152 -3.237
44 C 1.631 -0.074 -4.143
45 C 2.621 -1.037 -4.123
46 C 2.592 -2.072 -3.189
47 C 1.535 -2.161 -2.303
48 C 3.748 -1.004 -5.123
49 F 3.676 0.068 -5.927
50 F 3.719 -2.103 -5.896
51 F 4.942 -0.974 -4.507
52 H -2.113 -5.264 -3.893
53 H -1.467 -2.927 -3.454
54 H -1.104 -3.831 0.730
55 H -1.715 -6.170 0.266
56 H -3.284 -1.394 0.163
57 H -5.556 -0.614 -0.406
58 H -4.218 0.429 -4.330
59 H -1.954 -0.352 -3.783
60 H -0.190 0.610 -3.244
61 H 1.678 0.729 -4.866
62 H 3.392 -2.800 -3.170
63 H 1.503 -2.970 -1.582
64 F 0.813 -3.317 1.770
65 Te 0.721 -1.638 2.726
66 F 0.472 1.992 1.551
67 F -0.303 0.111 3.188
68 F -1.125 -1.798 2.027
69 F -2.219 0.718 1.437
70 O 1.201 -0.768 1.240

Charges per atom according to Mulliken partitioning, unit e:
1. Zr 1.219
2. C -1.149
3. C -0.214
4. O -0.244
5. P 0.845
6. S -0.244
7. S -0.084
8. O -0.226
9. C -0.312
10. C -1.100
11. H 0.420
12. H 0.268
13. H 0.307
14. H 0.250
15. H 0.342
16. H 0.438
17. H 0.345
18. H 0.189
19. H 0.443
20. H 0.289
21. F -0.248
22. C 0.758
23. F -0.278
24. F -0.251
25. C 0.246
26. C -1.241
27. C -0.465
28. C 0.248
29. C -0.102
30. C -0.725
31. P 2.090
32. C 1.288
33. C -0.945
34. C -1.142
35. C 0.058
36. C -1.132
37. C -0.112
38. C 0.839
39. F -0.267
40. F -0.268
41. F -0.242
42. C 0.393
43. C -0.397
44. C -0.748
45. C -0.068
46. C -1.060
47. C -1.201
48. C 0.695
49. F -0.276
50. F -0.245
51. F -0.253
52. H 0.437
53. H 0.350
54. H 0.440
55. H 0.517
56. H 0.362
57. H 0.469
58. H 0.479
59. H 0.524
60. H 0.780
61. H 0.797
62. H 0.457
63. H 0.527
64. F -0.481
65. Te 1.301
66. F -0.537
67. F -0.556
68. F -0.423
69. F -0.550
70. O -0.623

=====

Entry 3:
ORCA calculation (ωB97M-V/def2-TZVPD) on one molecule with the formula C25H22F3N3O5S.

Calculated values
LUMO   0.076 eV
Charge   0
HOMO energy   -7.995 eV
Orbital gap   8.1 eV
SMILES string   O=C(O)c1ccc(N2C[C@@H]3C[C@H](C2)c2cccc(=O)n2C3)c(NS(=O)(=O)c2cccc(C(F)(F)F)c2)c1

CARTESIAN COORDINATES (ANGSTROEM)
1 O 2.854 -0.143 -3.912
2 C 2.662 -0.946 -3.025
3 O 3.172 -2.183 -3.062
4 C 1.829 -0.683 -1.845
5 C 1.429 -1.683 -0.957
6 C 0.556 -1.391 0.061
7 C 0.022 -0.101 0.250
8 N -0.830 0.141 1.287
9 C -1.887 -0.775 1.645
10 C -1.946 -0.998 3.161
11 C -2.111 0.343 3.868
12 C -0.928 1.206 3.451
13 C -0.970 1.425 1.922
14 C 0.390 0.547 3.759
15 C 1.514 1.309 3.924
16 C 2.765 0.685 4.075
17 C 2.855 -0.668 4.038
18 C 1.695 -1.494 3.884
19 O 1.689 -2.716 3.869
20 N 0.476 -0.802 3.752
21 C -0.690 -1.670 3.696
22 C 0.429 0.900 -0.662
23 N -0.200 2.172 -0.649
24 S -1.705 2.176 -1.407
25 O -2.084 3.549 -1.537
26 O -2.572 1.283 -0.702
27 C -1.303 1.478 -3.008
28 C -0.880 2.305 -4.029
29 C -0.378 1.745 -5.194
30 C -0.277 0.369 -5.312
31 C -0.709 -0.448 -4.274
32 C -0.596 -1.940 -4.420
33 F -1.513 -2.433 -5.274
34 F -0.767 -2.594 -3.265
35 F 0.597 -2.319 -4.902
36 C -1.234 0.103 -3.113
37 C 1.321 0.602 -1.671
38 H 3.662 -2.311 -3.889
39 H 1.811 -2.684 -1.077
40 H 0.288 -2.174 0.752
41 H -1.750 -1.723 1.126
42 H -2.840 -0.342 1.309
43 H -2.796 -1.653 3.376
44 H -2.126 0.206 4.951
45 H -3.044 0.824 3.570
46 H -0.966 2.181 3.943
47 H -0.145 2.070 1.628
48 H -1.915 1.904 1.636
49 H 1.434 2.383 3.928
50 H 3.647 1.293 4.209
51 H 3.796 -1.184 4.139
52 H -0.409 -2.538 3.091
53 H -0.872 -2.043 4.712
54 H 0.366 2.906 -1.052
55 H -0.952 3.374 -3.896
56 H -0.045 2.378 -6.001
57 H 0.146 -0.074 -6.201
58 H -1.580 -0.512 -2.298
59 H 1.615 1.367 -2.377

Charges per atom according to Mulliken partitioning, unit e:
1. O -0.634
2. C 0.241
3. O -0.470
4. C 0.024
5. C -1.745
6. C -0.175
7. C 0.396
8. N 1.736
9. C -1.781
10. C 0.555
11. C -1.496
12. C 0.408
13. C -1.759
14. C 0.595
15. C -0.874
16. C -0.434
17. C -0.815
18. C 0.450
19. O -0.709
20. N 0.256
21. C -1.250
22. C -0.162
23. N -0.064
24. S 1.334
25. O -0.754
26. O -0.621
27. C -0.083
28. C -0.613
29. C -0.867
30. C -0.611
31. C 0.215
32. C 0.804
33. F -0.281
34. F -0.250
35. F -0.249
36. C -0.301
37. C -0.403
38. H 0.377
39. H 0.497
40. H 0.437
41. H 0.704
42. H 0.261
43. H 0.319
44. H 0.398
45. H 0.530
46. H 0.525
47. H 0.643
48. H 0.329
49. H 0.471
50. H 0.421
51. H 0.446
52. H 0.490
53. H 0.416
54. H 0.533
55. H 0.550
56. H 0.422
57. H 0.475
58. H 0.689
59. H 0.455

=====

Entry 4:
ORCA calculation (ωB97M-V/def2-TZVPD) on C25H22N4OS2SeW as an isolated structure.

Calculated values
LUMO   -8.712 eV
Charge   +2
HOMO energy   -14.514 eV
Orbital gap   5.8 eV

CARTESIAN COORDINATES (ANGSTROEM)
1 W -1.153 -0.267 0.443
2 S 1.018 -0.107 -0.107
3 C 1.316 1.608 -0.325
4 C 2.619 2.096 -0.337
5 C 2.841 3.444 -0.568
6 C 4.188 3.951 -0.551
7 N 5.269 4.335 -0.544
8 C 1.755 4.298 -0.814
9 C 0.458 3.802 -0.827
10 C 0.240 2.453 -0.582
11 S -1.405 1.797 -0.626
12 C 1.966 5.701 -1.058
13 N 2.106 6.824 -1.247
14 H 3.459 1.436 -0.159
15 H -0.366 4.473 -1.034
16 C -4.456 -0.944 0.226
17 O -3.335 -0.038 0.495
18 H -5.192 -0.830 1.018
19 H -4.050 -1.951 0.222
20 H -4.881 -0.705 -0.744
21 H -3.657 0.874 0.562
22 Se -2.072 -1.565 3.435
23 N -1.123 -0.281 2.511
24 C -0.348 0.380 3.402
25 C 0.512 1.463 3.135
26 C 1.208 1.989 4.185
27 C 1.101 1.494 5.525
28 C 0.275 0.467 5.822
29 C -0.480 -0.119 4.754
30 N -1.315 -1.123 4.927
31 H 0.601 1.881 2.143
32 H 1.868 2.827 4.000
33 H 1.687 1.962 6.305
34 H 0.163 0.076 6.823
35 C -2.218 -1.438 -2.435
36 C -1.217 -2.415 -1.787
37 C -1.745 -3.841 -1.962
38 C -1.101 -1.987 -0.343
39 C 0.224 -2.272 -2.311
40 C 0.595 -1.247 -3.179
41 C 1.916 -1.111 -3.582
42 C 2.887 -1.979 -3.104
43 C 2.531 -2.989 -2.222
44 C 1.208 -3.133 -1.827
45 H -3.224 -1.847 -2.338
46 H -2.054 -1.277 -3.498
47 H -2.218 -0.462 -1.940
48 H -2.709 -3.962 -1.463
49 H -1.061 -4.593 -1.572
50 H -1.886 -4.034 -3.025
51 H -0.932 -2.745 0.444
52 H -0.138 -0.550 -3.562
53 H 2.183 -0.329 -4.281
54 H 3.915 -1.876 -3.426
55 H 3.279 -3.675 -1.849
56 H 0.949 -3.936 -1.147

Charges per atom according to Mulliken partitioning, unit e:
1. W 1.222
2. S 0.010
3. C 0.318
4. C -0.962
5. C 0.482
6. C -0.453
7. N -0.370
8. C 0.608
9. C -0.862
10. C 1.201
11. S -0.495
12. C -0.462
13. N -0.366
14. H 0.602
15. H 0.569
16. C -0.715
17. O -0.379
18. H 0.334
19. H 0.263
20. H 0.361
21. H 0.272
22. Se 0.368
23. N -0.364
24. C 1.319
25. C -0.171
26. C -0.671
27. C -0.686
28. C -0.696
29. C 0.356
30. N -0.613
31. H 0.407
32. H 0.470
33. H 0.427
34. H 0.489
35. C -1.494
36. C 2.264
37. C -1.627
38. C -1.201
39. C -0.135
40. C 0.147
41. C -0.922
42. C -0.511
43. C -0.952
44. C -0.153
45. H 0.274
46. H 0.504
47. H 0.325
48. H 0.459
49. H 0.338
50. H 0.447
51. H 0.379
52. H 0.337
53. H 0.460
54. H 0.474
55. H 0.444
56. H 0.331

=====

Going through the records in order, we get molar mass values of 495.99; 981.33; 533.53; 721.41 g mol⁻¹.